A 11-piece molecular cluster, C56H115N11 overall, computed with wB97M-V/def2-TZVPD.

Last column: Mulliken charge in e.
Geometry (Å):
1 C 14.969 -3.400 -14.121  -0.134
2 C 15.452 -3.006 -12.853  0.159
3 C 16.180 -4.063 -12.349  -0.973
4 N 16.055 -5.093 -13.245  0.101
5 C 15.275 -4.719 -14.309  -1.178
6 H 14.355 -2.718 -14.690  0.528
7 H 15.319 -2.024 -12.438  0.484
8 H 16.496 -4.313 -11.348  0.475
9 H 16.300 -6.051 -13.079  0.210
10 H 15.014 -5.432 -15.072  0.399
11 C 15.950 0.406 -10.874  -1.379
12 C 16.219 1.704 -11.387  -1.010
13 C 17.399 1.666 -12.077  -0.267
14 N 17.797 0.368 -12.135  1.372
15 C 16.965 -0.397 -11.366  -1.074
16 H 15.097 0.204 -10.251  0.466
17 H 15.659 2.583 -11.100  0.484
18 H 17.907 2.440 -12.631  0.618
19 H 18.664 0.030 -12.549  -0.659
20 H 17.144 -1.456 -11.296  1.052
21 C 22.399 4.688 -15.334  -0.732
22 C 22.745 3.777 -14.343  -0.542
23 C 22.242 4.250 -13.150  -0.458
24 N 21.637 5.466 -13.394  0.472
25 C 21.744 5.734 -14.729  -0.788
26 H 22.538 4.551 -16.396  0.403
27 H 23.172 2.792 -14.451  0.608
28 H 22.301 3.810 -12.169  0.340
29 H 21.160 5.978 -12.646  0.160
30 H 21.281 6.623 -15.122  0.784
31 C 20.342 -1.528 -9.900  -0.220
32 C 21.539 -1.641 -9.151  -1.212
33 C 22.223 -2.689 -9.698  -0.386
34 N 21.511 -3.195 -10.751  0.311
35 C 20.311 -2.508 -10.837  -0.868
36 H 19.534 -0.837 -9.706  0.600
37 H 21.867 -1.010 -8.341  0.443
38 H 23.108 -3.188 -9.336  0.375
39 H 21.812 -3.963 -11.325  0.197
40 H 19.507 -2.625 -11.545  0.624
41 C 20.532 -0.527 -21.679  -0.985
42 C 20.029 -0.563 -20.348  0.814
43 C 18.983 0.321 -20.284  -0.849
44 N 18.870 0.922 -21.511  0.067
45 C 19.839 0.441 -22.352  -0.435
46 H 21.365 -1.127 -22.006  0.420
47 H 20.456 -1.130 -19.538  0.198
48 H 18.311 0.612 -19.497  0.162
49 H 18.175 1.593 -21.774  0.186
50 H 19.951 0.873 -23.332  0.380
51 C 13.996 0.763 -14.216  -0.431
52 C 13.397 0.842 -15.637  -1.096
53 N 14.244 1.567 -16.584  0.059
54 C 14.258 3.005 -16.353  -0.216
55 C 15.059 3.765 -17.405  -0.164
56 C 15.535 0.953 -16.789  -0.529
57 C 15.445 -0.542 -17.140  -1.677
58 H 14.987 0.309 -14.336  -0.240
59 H 13.450 0.050 -13.597  0.503
60 H 14.143 1.712 -13.711  0.338
61 H 13.102 -0.127 -16.034  0.381
62 H 12.458 1.396 -15.540  0.482
63 H 14.716 3.173 -15.363  0.111
64 H 13.252 3.414 -16.245  0.444
65 H 14.860 3.492 -18.441  0.403
66 H 16.111 3.545 -17.207  -0.216
67 H 15.010 4.844 -17.280  -0.253
68 H 16.006 1.393 -17.677  0.548
69 H 16.302 1.187 -16.031  0.447
70 H 16.297 -0.823 -17.760  0.461
71 H 15.464 -1.162 -16.242  0.075
72 H 14.554 -0.746 -17.732  0.549
73 C 25.295 -6.935 -11.611  -1.224
74 C 24.367 -5.872 -11.023  -1.015
75 N 23.666 -4.991 -11.966  0.839
76 C 22.832 -5.741 -12.916  0.008
77 C 21.711 -6.518 -12.246  -1.432
78 C 24.591 -4.101 -12.664  -1.113
79 C 23.871 -2.814 -13.094  -0.713
80 H 25.860 -7.444 -10.833  0.430
81 H 25.944 -6.551 -12.401  0.274
82 H 24.715 -7.710 -12.124  0.262
83 H 23.625 -6.377 -10.405  0.487
84 H 24.934 -5.217 -10.359  0.478
85 H 22.439 -5.031 -13.644  -0.341
86 H 23.450 -6.471 -13.461  0.609
87 H 22.061 -7.282 -11.549  0.338
88 H 21.032 -5.864 -11.698  0.251
89 H 21.145 -7.122 -12.959  0.446
90 H 24.989 -4.637 -13.542  0.304
91 H 25.502 -3.863 -12.114  0.501
92 H 24.433 -2.121 -13.720  0.557
93 H 23.514 -2.293 -12.206  0.414
94 H 22.979 -3.060 -13.677  -0.208
95 C 22.004 -4.339 -16.871  -0.325
96 C 23.482 -3.950 -16.902  -0.698
97 N 23.872 -3.250 -18.118  0.372
98 C 23.242 -1.955 -18.336  -0.448
99 C 23.449 -0.964 -17.219  -0.915
100 C 23.896 -4.101 -19.304  -0.614
101 C 25.131 -3.815 -20.170  -1.349
102 H 21.807 -5.073 -17.650  0.488
103 H 21.371 -3.450 -16.914  -0.271
104 H 21.737 -4.753 -15.893  0.155
105 H 23.707 -3.299 -16.051  0.138
106 H 24.104 -4.822 -16.688  0.435
107 H 23.610 -1.574 -19.292  0.431
108 H 22.166 -2.100 -18.528  0.267
109 H 23.053 -1.331 -16.269  -0.269
110 H 24.506 -0.772 -17.016  0.318
111 H 22.988 0.000 -17.434  0.480
112 H 22.972 -4.026 -19.893  0.307
113 H 23.939 -5.137 -18.959  0.512
114 H 25.959 -3.607 -19.500  0.319
115 H 24.902 -2.975 -20.828  0.294
116 H 25.339 -4.663 -20.824  0.419
117 C 18.573 3.828 -15.458  1.480
118 C 18.551 5.215 -16.094  -1.002
119 N 17.298 5.920 -15.799  0.806
120 C 16.894 6.087 -14.412  -1.297
121 C 17.858 6.827 -13.499  -0.407
122 C 17.241 7.158 -16.573  -0.594
123 C 15.832 7.706 -16.809  -1.308
124 H 19.516 3.349 -15.743  0.306
125 H 17.728 3.251 -15.825  -0.882
126 H 18.663 3.861 -14.370  -0.657
127 H 19.425 5.805 -15.812  0.005
128 H 18.554 5.078 -17.176  0.495
129 H 15.851 6.402 -14.440  0.728
130 H 16.829 5.067 -14.012  0.056
131 H 18.818 6.305 -13.454  -0.057
132 H 18.174 7.805 -13.887  0.324
133 H 17.500 7.030 -12.492  0.372
134 H 17.598 6.950 -17.587  0.365
135 H 17.953 7.887 -16.162  0.381
136 H 15.886 8.637 -17.377  0.432
137 H 15.340 7.985 -15.875  0.309
138 H 15.224 6.989 -17.355  0.189
139 C 19.346 4.504 -11.067  -0.161
140 C 20.425 5.299 -10.278  -1.323
141 N 20.562 6.633 -10.870  0.523
142 C 19.505 7.514 -10.429  -0.765
143 C 19.542 8.897 -11.077  -1.482
144 C 21.928 7.167 -10.591  -0.828
145 C 22.199 7.470 -9.112  -1.371
146 H 18.338 4.810 -10.787  0.438
147 H 19.494 3.427 -10.997  0.276
148 H 19.428 4.735 -12.131  -0.443
149 H 20.080 5.272 -9.239  0.424
150 H 21.328 4.691 -10.293  0.475
151 H 19.476 7.668 -9.338  0.444
152 H 18.516 7.097 -10.629  0.463
153 H 18.627 9.449 -10.886  0.417
154 H 19.628 8.735 -12.156  0.270
155 H 20.464 9.396 -10.779  0.353
156 H 22.605 6.359 -10.871  0.402
157 H 22.074 8.018 -11.251  0.658
158 H 21.679 8.383 -8.813  0.292
159 H 21.987 6.627 -8.463  0.283
160 H 23.251 7.749 -9.005  0.463
161 C 21.236 0.661 -12.752  -0.251
162 C 20.528 0.736 -14.110  0.949
163 N 19.590 -0.370 -14.349  1.333
164 C 20.217 -1.663 -14.400  2.327
165 C 19.170 -2.786 -14.355  -1.502
166 C 18.634 -0.088 -15.426  -0.228
167 C 19.076 -0.373 -16.858  -0.324
168 H 20.543 0.897 -11.944  0.081
169 H 22.028 1.410 -12.741  0.424
170 H 21.698 -0.312 -12.611  -0.495
171 H 19.992 1.682 -14.205  -0.864
172 H 21.308 0.766 -14.889  0.175
173 H 20.922 -1.855 -15.228  -1.390
174 H 20.835 -1.808 -13.511  -0.724
175 H 18.512 -2.655 -13.488  -0.030
176 H 18.445 -2.727 -15.168  0.420
177 H 19.633 -3.768 -14.265  0.377
178 H 18.348 0.960 -15.329  -0.147
179 H 17.733 -0.670 -15.217  0.189
180 H 19.165 -1.440 -17.057  0.304
181 H 19.996 0.159 -17.113  0.360
182 H 18.286 0.059 -17.471  -0.760

LUMO energy ... 0.5921 eV
Orbital gap ... 8.388 eV
Energy relative to the best compared isomer or geometry (same formula, charge and spin) ... 0.000 eV

=====

C56H123AsF6N11O12 as an isolated structure, computed with wB97M-V/def2-TZVPD.

Last column: Mulliken charge in e.
Geometry (Å):
1 As -1.087 -0.461 -0.225  2.232
2 F 0.327 -1.367 -0.861  -0.478
3 F -2.144 -1.175 -1.539  -0.620
4 F -2.489 0.470 0.395  -0.627
5 F -0.045 0.176 1.076  -0.794
6 F -0.630 0.969 -1.271  -0.346
7 F -1.530 -1.866 0.782  -0.507
8 C -1.215 -2.009 -5.812  -1.642
9 C -1.202 -0.965 -4.681  0.695
10 C -2.450 -0.081 -4.758  0.483
11 C -2.627 0.719 -5.979  -0.033
12 N -2.876 1.321 -6.943  -0.582
13 H -2.129 -2.596 -5.726  0.369
14 H -0.309 -2.615 -5.811  0.401
15 H -1.231 -1.482 -6.767  0.484
16 H -0.274 -0.397 -4.747  0.041
17 H -1.072 -1.540 -3.764  -0.217
18 H -2.369 0.598 -3.909  -0.375
19 H -3.417 -0.557 -4.594  0.453
20 C -3.555 -2.907 3.726  -0.412
21 C -3.601 -2.843 5.240  -0.170
22 C -3.507 -1.412 5.785  0.997
23 C -3.437 -1.270 7.241  -0.115
24 N -3.405 -1.156 8.405  -0.620
25 H -2.663 -2.464 3.282  0.110
26 H -4.453 -2.381 3.403  0.333
27 H -3.609 -3.955 3.433  -0.199
28 H -2.826 -3.393 5.774  0.277
29 H -4.568 -3.234 5.556  0.347
30 H -4.338 -0.843 5.368  0.130
31 H -2.630 -0.876 5.423  -0.734
32 C 0.356 -4.975 -1.906  -1.016
33 C 0.916 -4.254 -3.195  -0.741
34 C 2.077 -3.309 -2.945  2.242
35 C 3.270 -4.078 -2.485  -0.007
36 N 4.143 -4.720 -2.075  -0.609
37 H -0.186 -4.306 -1.238  -0.083
38 H 1.192 -5.310 -1.292  0.371
39 H -0.318 -5.795 -2.152  0.480
40 H 0.099 -3.620 -3.539  0.021
41 H 1.102 -5.050 -3.916  0.509
42 H 1.837 -2.528 -2.222  -1.125
43 H 2.403 -2.884 -3.894  -0.046
44 C -6.240 0.032 -2.011  -1.668
45 C -4.902 0.798 -1.989  1.662
46 C -5.112 2.243 -2.580  0.334
47 C -6.202 3.080 -2.047  0.100
48 N -7.105 3.688 -1.591  -0.565
49 H -7.062 0.665 -1.677  0.389
50 H -6.184 -0.831 -1.347  0.407
51 H -6.434 -0.379 -3.001  0.378
52 H -4.184 0.196 -2.546  -0.459
53 H -4.501 0.928 -0.983  -0.620
54 H -5.245 2.151 -3.658  0.478
55 H -4.174 2.781 -2.437  -0.359
56 C 2.357 0.290 -2.747  -0.331
57 O 3.691 -0.163 -2.946  -0.148
58 C 4.246 0.098 -4.213  0.276
59 C 5.704 -0.387 -4.351  -1.438
60 N 5.974 -1.759 -4.030  0.037
61 C 5.358 -2.742 -4.881  0.360
62 C 5.915 -2.768 -6.302  -0.923
63 O 5.337 -3.841 -7.074  -0.343
64 C 5.843 -3.807 -8.370  -0.772
65 H 1.611 -0.278 -3.302  0.181
66 H 2.309 1.358 -2.960  0.294
67 H 2.091 0.253 -1.691  -0.201
68 H 4.253 1.183 -4.316  -0.139
69 H 3.562 -0.243 -4.990  0.360
70 H 6.340 0.285 -3.774  0.377
71 H 6.037 -0.255 -5.381  0.470
72 H 5.750 -1.889 -3.053  0.398
73 H 4.269 -2.703 -4.921  -0.459
74 H 5.635 -3.722 -4.493  0.448
75 H 7.004 -2.802 -6.339  0.432
76 H 5.588 -1.856 -6.802  0.364
77 H 5.460 -4.687 -8.886  0.257
78 H 6.920 -3.919 -8.489  0.291
79 H 5.397 -2.930 -8.839  0.326
80 C -1.780 3.460 0.799  0.088
81 O -0.980 4.593 1.201  -0.453
82 C -0.206 5.202 0.173  -0.309
83 C 1.135 4.428 -0.177  -0.268
84 N 1.892 5.061 -1.219  0.531
85 C 3.171 4.450 -1.393  -0.991
86 C 3.929 4.873 -2.670  -0.612
87 O 2.999 4.740 -3.771  -0.023
88 C 3.675 4.817 -5.014  -1.084
89 H -1.115 2.618 0.606  0.164
90 H -2.553 3.616 0.046  0.330
91 H -2.247 3.117 1.723  -0.419
92 H 0.078 6.201 0.504  0.182
93 H -0.856 5.349 -0.690  0.128
94 H 0.894 3.478 -0.654  -0.173
95 H 1.671 4.096 0.711  0.530
96 H 1.384 4.798 -2.052  -0.008
97 H 3.096 3.367 -1.490  0.142
98 H 3.783 4.671 -0.519  0.416
99 H 4.842 4.281 -2.740  0.588
100 H 4.297 5.887 -2.515  0.280
101 H 3.027 5.432 -5.640  0.259
102 H 3.848 3.813 -5.402  0.213
103 H 4.606 5.377 -5.092  0.445
104 C -3.466 -6.124 7.096  -0.893
105 O -3.709 -6.681 5.864  -0.258
106 C -4.947 -7.360 5.700  -0.577
107 C -4.932 -7.887 4.273  -0.710
108 N -4.819 -6.791 3.312  -0.296
109 C -4.746 -7.324 1.995  -0.787
110 C -4.329 -6.269 0.957  -0.577
111 O -2.966 -5.900 1.269  -0.389
112 C -2.521 -4.805 0.431  -0.643
113 H -3.445 -6.813 7.940  0.321
114 H -4.179 -5.345 7.366  0.348
115 H -2.489 -5.644 7.038  0.276
116 H -5.771 -6.668 5.876  0.334
117 H -5.098 -8.230 6.339  0.403
118 H -5.860 -8.420 4.066  0.423
119 H -4.134 -8.615 4.124  0.371
120 H -3.925 -6.386 3.548  0.200
121 H -5.762 -7.652 1.778  0.406
122 H -4.081 -8.187 1.947  0.392
123 H -5.063 -5.467 1.037  0.302
124 H -4.437 -6.691 -0.042  0.504
125 H -2.992 -3.866 0.720  0.271
126 H -2.624 -5.053 -0.625  0.343
127 H -1.466 -4.690 0.682  0.209
128 C -6.046 2.349 1.528  -0.361
129 O -5.460 2.543 2.824  -0.488
130 C -4.507 1.549 3.248  -0.156
131 C -3.625 1.976 4.430  -0.325
132 N -4.267 2.146 5.730  -0.258
133 C -3.368 2.644 6.807  -0.275
134 C -4.015 2.793 8.214  -0.799
135 O -4.982 3.815 8.064  -0.316
136 C -6.022 3.731 9.003  -0.829
137 H -5.235 2.530 0.823  -0.095
138 H -6.880 2.984 1.228  0.332
139 H -6.275 1.285 1.473  0.318
140 H -3.904 1.280 2.381  -0.226
141 H -5.026 0.664 3.614  0.487
142 H -3.111 2.888 4.125  0.796
143 H -2.855 1.206 4.481  -0.320
144 H -4.881 2.947 5.692  0.316
145 H -2.938 3.613 6.555  0.359
146 H -2.547 1.946 6.970  0.167
147 H -3.232 2.908 8.963  0.382
148 H -4.489 1.869 8.547  0.365
149 H -5.703 3.983 10.014  0.283
150 H -6.459 2.737 8.908  0.356
151 H -6.921 4.279 8.720  0.300
152 C 8.022 -6.058 1.080  -0.791
153 O 7.750 -4.702 0.669  -0.282
154 C 7.670 -4.569 -0.721  -0.549
155 C 7.460 -3.052 -1.113  -1.108
156 N 6.051 -2.572 -1.146  -0.063
157 C 5.560 -2.426 0.270  -0.784
158 C 4.080 -2.098 0.298  0.532
159 O 3.532 -2.409 1.620  -0.538
160 C 2.153 -2.193 1.731  -0.244
161 H 7.295 -6.812 0.779  0.310
162 H 7.969 -5.907 2.159  0.241
163 H 9.038 -6.297 0.766  0.307
164 H 6.866 -5.166 -1.152  0.321
165 H 8.541 -4.997 -1.217  0.553
166 H 7.996 -2.819 -2.033  0.448
167 H 8.007 -2.499 -0.350  0.461
168 H 5.466 -3.249 -1.614  -0.225
169 H 6.075 -1.599 0.759  0.285
170 H 5.731 -3.306 0.889  0.333
171 H 3.530 -2.773 -0.358  -0.199
172 H 3.863 -1.054 0.075  0.194
173 H 2.003 -1.125 1.886  0.188
174 H 1.677 -2.672 2.587  0.255
175 H 1.704 -2.519 0.792  -0.001
176 C -0.995 3.930 -3.192  -1.029
177 O 0.056 4.888 -3.336  -0.227
178 C -0.397 6.198 -3.579  -0.776
179 C 0.722 7.185 -3.722  -0.414
180 N 1.263 7.571 -2.367  -0.373
181 C 2.540 8.293 -2.423  -0.367
182 C 3.093 8.498 -0.975  -0.476
183 O 4.091 9.535 -0.951  -0.387
184 C 4.543 9.715 0.351  -0.690
185 H -1.362 3.581 -4.157  0.477
186 H -1.813 4.174 -2.514  0.450
187 H -0.436 3.086 -2.785  0.039
188 H -1.002 6.527 -2.734  0.327
189 H -1.146 6.240 -4.370  0.570
190 H 0.420 8.081 -4.265  0.592
191 H 1.535 6.793 -4.333  -0.111
192 H 1.367 6.719 -1.834  0.421
193 H 2.325 9.288 -2.813  0.458
194 H 3.325 7.794 -2.991  0.056
195 H 3.401 7.550 -0.533  0.206
196 H 2.295 8.746 -0.274  0.407
197 H 3.723 9.977 1.019  0.279
198 H 5.288 10.495 0.507  0.271
199 H 4.989 8.761 0.634  0.283
200 N 0.073 0.675 3.684  0.395
201 C -0.033 -0.175 4.723  -0.679
202 C 0.060 0.632 5.883  -0.463
203 C 0.232 1.956 5.514  -0.968
204 C 0.209 1.977 4.112  -0.290
205 H 0.091 0.424 2.706  0.412
206 H -0.170 -1.243 4.639  0.606
207 H -0.103 0.221 6.868  0.487
208 H 0.453 2.852 6.075  0.443
209 H 0.408 2.760 3.395  0.420

LUMO energy ... 1.8780 eV
Net charge ... -1
Orbital gap ... 7.958 eV
Energy relative to the best compared isomer or geometry (same formula, charge and spin) ... 3.344 eV